[1]
Computed, not measured: a single C21H14N4O4S molecule in a non-equilibrium geometry, with ωB97M-V/def2-TZVPD.

The value obtained for the frontier orbital gap is 6.546 eV. As for the HOMO energy: -7.89 eV. The energy is -1726.66744 a.u. As for the energy above the lowest of the compared OMol25 structures with the same formula, charge and spin: 53.22 kcal/mol. For the LUMO energy, the calculation gives -1.3 eV. Its structure (SMILES) is N#CC1=C(N)NC(SCC(=O)c2ccc(O)c(O)c2)=C(C#N)C1=C1C=CC(=O)C=C1.

```
! RIJCOSX wB97M-V def2-TZVPD def2/J DEFGRID3
* xyz 0 1
N -4.76652 -2.63850 -0.06142
C -3.89649 -1.90142 -0.05263
C -2.74023 -1.04079 0.05627
C -1.75430 -1.14235 1.06413
N -1.87001 -2.06507 2.05884
N -0.63513 -0.36494 0.98945
C -0.09475 -0.17671 -0.34665
S 1.63557 -0.46653 -0.48370
C 2.37964 0.92227 0.48254
C 2.75502 0.22339 1.85396
O 1.83974 -0.39305 2.49314
C 4.09567 0.43102 2.55064
C 4.24263 -0.02302 3.88066
C 5.51468 0.15791 4.48957
C 6.63432 0.64782 3.70146
O 7.96317 0.54431 4.11722
C 6.39885 1.22270 2.44338
O 7.39692 1.93263 1.89220
C 5.10517 1.10071 1.85129
C -0.93000 -0.11815 -1.43527
C -0.46783 -0.28770 -2.76090
N -0.10862 -0.68340 -3.78370
C -2.33441 -0.10262 -1.05607
C -3.18230 0.89537 -1.63377
C -2.63299 1.81540 -2.67716
C -3.35840 3.01467 -3.07379
C -4.63569 3.37699 -2.47693
O -5.29796 4.42434 -2.70166
C -5.08257 2.50643 -1.36691
C -4.51892 1.25254 -0.96208
H -1.05208 -2.30377 2.50651
H -2.65753 -2.69954 2.22888
H 0.02654 -0.40262 1.74635
H 3.20872 1.23525 -0.02039
H 1.60428 1.71297 0.48748
H 3.46441 -0.60560 4.34694
H 5.82264 0.01194 5.56790
H 8.43289 1.26550 3.58721
H 7.38417 1.80739 0.93042
H 5.00439 1.63288 0.96865
H -1.79060 1.67501 -3.26604
H -2.93921 3.53805 -3.85673
H -5.98873 2.73730 -0.88193
H -4.89036 0.61480 -0.11359
*
```

[2]
Computed, not measured: a single C26H29BCl3FO7 molecule, with ωB97M-V/def2-TZVPD.

The value obtained for the frontier orbital gap is 8.021 eV. As for the HOMO energy: -9.35 eV. The energy is -3040.19829 a.u. For the LUMO energy, the calculation gives -1.3 eV. Its structure (SMILES) is CCB(O)c1c(CCCCOC(C)=O)c(Cl)c2c(c1CC(=O)F)C(=O)C(CCCO)=C(/C(Cl)=C(\C)Cl)C2=O.

```
! RIJCOSX wB97M-V def2-TZVPD def2/J DEFGRID3
* xyz 0 1
C 2.15001 -3.95209 1.91628
C 1.44924 -4.28632 0.57385
B 1.64213 -3.15495 -0.51861
O 2.60471 -3.30754 -1.47414
C 0.79927 -1.80727 -0.57667
C 1.44534 -0.58066 -0.30845
C 2.91132 -0.49576 0.02296
C 3.22902 -0.23687 1.50202
C 4.63662 0.32751 1.69900
C 4.69344 1.82271 1.44628
O 5.94700 2.30606 1.94292
C 6.31109 3.58474 1.70116
C 5.26367 4.54965 1.22006
O 7.44652 3.91306 1.90360
C 0.68943 0.59029 -0.35421
Cl 1.50012 2.08036 0.00378
C -0.66713 0.57941 -0.67328
C -1.27916 -0.64423 -0.96498
C -0.55911 -1.83088 -0.91200
C -1.20176 -3.16431 -1.23951
C -1.26911 -3.47210 -2.71184
O -2.08590 -4.12707 -3.26257
F -0.22377 -2.94510 -3.39654
C -2.70878 -0.64988 -1.35554
O -3.18197 -1.55362 -2.00909
C -3.56897 0.51030 -0.97415
C -5.04394 0.27697 -0.98945
C -5.64396 -0.08560 0.39464
C -4.69591 -0.68828 1.40485
O -4.14069 -1.89311 0.89549
C -2.97761 1.68218 -0.71246
C -3.74575 2.91132 -0.40732
Cl -4.28606 3.07040 1.22284
C -3.98594 3.83622 -1.33257
C -3.51965 3.75097 -2.75389
Cl -4.88509 5.25929 -0.93945
C -1.49169 1.82906 -0.75871
O -1.01248 2.93211 -0.86492
H 2.18159 -2.88226 2.09464
H 1.60680 -4.40830 2.74178
H 3.15616 -4.36486 1.94750
H 0.40661 -4.51164 0.78823
H 1.87707 -5.21275 0.17962
H 3.24035 -3.99417 -1.24619
H 3.33362 0.32321 -0.56198
H 3.44107 -1.38779 -0.29360
H 2.50664 0.44090 1.95770
H 3.18040 -1.16514 2.06655
H 5.33901 -0.16539 1.02304
H 4.98411 0.14389 2.71542
H 3.87200 2.30904 1.97583
H 4.60900 2.02761 0.37891
H 4.38219 4.55266 1.85888
H 5.70756 5.53544 1.15905
H 4.91850 4.27188 0.22251
H -2.23426 -3.18958 -0.90093
H -0.67222 -3.97091 -0.74282
H -5.55328 1.16511 -1.36340
H -5.23672 -0.52801 -1.69308
H -6.08875 0.79746 0.84948
H -6.45758 -0.79067 0.22052
H -3.92127 0.03620 1.68010
H -5.26555 -0.89009 2.31799
H -3.64179 -2.31590 1.59918
H -3.63149 2.73929 -3.13892
H -4.10474 4.42944 -3.36850
H -2.47949 4.06837 -2.82691
*
```

[3]
Computed, not measured: 7 unconnected molecules or ions with the total composition C18H41F6NO10PS6 in a non-equilibrium geometry, with ωB97M-V/def2-TZVPD.

The value obtained for the frontier orbital gap is 4.664 eV. As for the HOMO energy: -3.21 eV. The energy is -4847.06210 a.u. For the LUMO energy, the calculation gives 1.5 eV.

```
! RIJCOSX wB97M-V def2-TZVPD def2/J DEFGRID3
* xyz -1 1
C -2.49551 1.23610 -0.51351
P -2.68636 -0.41480 -1.42663
O -1.13186 -0.66922 -2.18676
N -2.90859 -1.76745 -0.33302
C -4.23197 -1.79896 0.22478
O -4.34946 -2.04893 1.47693
C -5.60430 -1.60338 -0.59488
F -6.45536 -2.70992 -0.20662
F -5.46259 -1.72079 -2.01211
C -6.37903 -0.26685 -0.13776
F -5.49595 0.85755 0.01480
F -6.85999 -0.53487 1.19662
C -7.67449 0.08676 -1.00806
F -8.48437 0.95597 -0.18576
F -8.49684 -1.03221 -1.30544
C -7.37175 0.91737 -2.35001
O -7.75532 2.11639 -2.41348
O -6.74016 0.39435 -3.50836
H -1.42911 1.68238 -0.59538
H -3.18060 2.01216 -1.03236
H -2.86216 1.17756 0.57117
H -0.65916 -1.25867 -1.53074
H -5.75663 0.38642 -3.41547
C 2.94337 -1.22103 -0.05194
S 1.53905 -1.54005 1.03904
O 0.29568 -1.31605 0.24521
C 1.78296 -0.08856 2.08563
H 2.96530 -1.99509 -0.82058
H 2.83394 -0.24329 -0.52534
H 3.86987 -1.25849 0.52444
H 1.74560 0.81839 1.47901
H 2.74684 -0.16342 2.59345
H 0.98468 -0.06041 2.82916
C -3.97727 -6.35843 4.72160
S -3.38405 -5.84313 3.09423
O -2.20825 -6.70284 2.75411
C -2.74866 -4.23984 3.62616
H -4.38857 -7.36545 4.63599
H -3.15160 -6.36414 5.43590
H -4.76041 -5.67626 5.05716
H -1.99896 -4.37785 4.40805
H -3.57148 -3.62659 3.99631
H -2.29049 -3.74698 2.76689
C -7.36991 3.35860 5.05436
S -6.19996 2.25266 4.23355
O -4.97495 3.04953 3.92218
C -7.14300 2.08522 2.70311
H -6.96264 3.62935 6.02972
H -7.51167 4.26180 4.45787
H -8.32316 2.84479 5.19153
H -7.29848 3.06732 2.25264
H -8.10297 1.61220 2.91671
H -6.57781 1.45832 2.01631
C 4.05171 3.16527 0.72877
S 2.30066 3.55653 0.93464
O 1.52548 2.59039 0.10065
C 2.35063 5.12559 0.04091
H 4.24486 2.19335 1.18429
H 4.30331 3.12290 -0.33200
H 4.65682 3.92433 1.22900
H 2.70600 4.96218 -0.97812
H 3.00968 5.82132 0.56322
H 1.34084 5.53775 0.01099
C 7.30317 3.36930 -2.18740
S 5.91188 2.24598 -2.44312
O 5.72955 1.46399 -1.18204
C 6.75092 1.17364 -3.62820
H 7.01384 4.11299 -1.44330
H 8.17037 2.81368 -1.82575
H 7.54326 3.87239 -3.12571
H 7.65104 0.75360 -3.17766
H 7.00882 1.74683 -4.51982
H 6.07252 0.36478 -3.90330
C 9.22278 -2.04122 -3.09634
S 10.04524 -1.50126 -4.61105
O 9.06183 -0.68756 -5.38963
C 10.12284 -3.13572 -5.37583
H 9.03723 -1.16525 -2.47320
H 8.27276 -2.52130 -3.33784
H 9.86935 -2.73623 -2.55776
H 9.11724 -3.54745 -5.47690
H 10.74045 -3.79508 -4.76381
H 10.57351 -3.03299 -6.36413
*
```

[4]
Computed, not measured: a single C5H5ClFNO4 molecule, with ωB97M-V/def2-TZVPD.

The value obtained for the frontier orbital gap is 10.579 eV. As for the HOMO energy: -10.31 eV. The energy is -1109.31165 a.u. For the LUMO energy, the calculation gives 0.3 eV. Its structure (SMILES) is O=C(F)COC(=O)NCC(=O)Cl.

```
! RIJCOSX wB97M-V def2-TZVPD def2/J DEFGRID3
* xyz 0 1
O 1.82984 -2.13567 -0.45601
C 2.28365 -1.21508 0.12721
F 2.98198 -1.37466 1.26578
C 2.21091 0.24181 -0.28751
O 0.89574 0.57012 -0.71704
C 0.05841 0.94332 0.26458
O 0.35063 0.92109 1.42212
N -1.17838 1.36198 -0.29507
C -2.31964 0.43200 -0.16855
C -1.88650 -1.00557 0.07139
O -1.72315 -1.50797 1.12963
Cl -1.62025 -1.90877 -1.42264
H 2.54629 0.89508 0.51552
H 2.84691 0.37021 -1.16380
H -1.40860 2.24147 0.15248
H -2.88858 0.46856 -1.09781
H -2.97925 0.70208 0.65971
*
```

[5]
Computed, not measured: 2 unconnected molecules or ions with the total composition C5H10NO2 in a non-equilibrium geometry, with ωB97M-V/def2-TZVPD.

The value obtained for the frontier orbital gap (spin up / spin down) is 9.020 / 7.986 eV. As for the HOMO energy (spin up / spin down): -13.25 / -13.16 eV. The energy is -401.16375 a.u. As for the energy above the lowest of the compared OMol25 structures with the same formula, charge and spin: 226.69 kcal/mol. For the LUMO energy (spin up / spin down), the calculation gives -4.2 / -5.2 eV.

```
! RIJCOSX wB97M-V def2-TZVPD def2/J DEFGRID3
* xyz 1 1
C 0.29673 0.66230 -0.32516
C 1.87152 -0.90789 -0.63375
C -0.78293 -1.47435 0.36156
C -2.21407 0.49536 -0.41562
C -0.03818 0.92560 1.06596
N -0.91918 0.02212 0.21438
O 3.71731 0.74296 -0.32752
O 2.99472 -0.57747 -0.65874
H 0.01687 -1.62187 1.05694
H -1.76028 -1.81762 0.66765
H -0.47965 -2.05676 -0.56064
H -2.86084 -0.34894 -0.34733
H -2.56177 1.44084 -0.18684
H -2.14399 0.59977 -1.47474
H -0.53172 1.84465 1.41340
H 0.51266 0.26863 1.84938
H 0.26739 1.19328 -1.24861
H 4.61541 0.60939 -0.45031
*
```

[6]
Computed, not measured: a gas-phase ion, C4H10NO (charge +1) in a non-equilibrium geometry, with ωB97M-V/def2-TZVPD.

The value obtained for the frontier orbital gap is 13.057 eV. As for the HOMO energy: -16.02 eV. The energy is -288.07720 a.u. As for the energy above the lowest of the compared OMol25 structures with the same formula, charge and spin: 53.89 kcal/mol. For the LUMO energy, the calculation gives -3.0 eV. Its structure (SMILES) is C[C@H]1C[N@@H+]1CO.

```
! RIJCOSX wB97M-V def2-TZVPD def2/J DEFGRID3
* xyz 1 1
C 0.94083 -1.73225 0.82394
C -0.02872 -0.95731 0.02813
C -1.16538 -0.23157 0.56099
N 0.07860 0.54437 0.28484
C 0.24343 1.56572 -0.86248
O -0.93254 2.02316 -1.40570
H 1.92994 -1.14423 0.88966
H 1.13264 -2.67590 0.21408
H 0.54641 -1.94070 1.79787
H 0.03365 -1.24424 -0.97929
H -2.11665 0.17209 -0.01774
H -1.51193 -0.27377 1.64520
H 0.57153 0.77395 1.10918
H 0.82299 2.30573 -0.29400
H 0.83793 1.05574 -1.59741
H -1.38271 1.75919 -2.19728
*
```